C24H31AuNO3S2 | ωB97M-V with the def2-TZVPD basis set

```
62
Properties=species:S:1:pos:R:3:mulliken_charge:R:1
Au 0.96702 -0.44507 -2.03445 0.958
O 0.65862 -2.78187 -2.73685 -0.358
C 1.63212 -3.12207 -3.71345 -0.568
C 2.85752 -2.27607 -3.52945 0.823
C 4.07492 -2.65167 -4.10005 -0.800
C 5.19032 -1.85957 -3.90355 -0.236
C 5.07582 -0.70467 -3.13705 -0.773
C 3.84272 -0.39807 -2.59895 0.057
N 2.77092 -1.16477 -2.79865 -0.143
H -0.16628 -3.24297 -2.93705 0.237
H 1.24132 -2.97617 -4.73195 0.393
H 1.90942 -4.18067 -3.60925 0.389
H 4.13172 -3.56137 -4.67915 0.461
H 6.14412 -2.13807 -4.33065 0.457
H 5.91352 -0.04737 -2.96195 0.446
H 3.69812 0.48793 -1.99865 0.435
C 3.14652 1.13683 2.79375 -1.280
C 2.08172 0.06923 2.76595 -0.283
S 2.18022 -0.93427 1.20075 0.309
O 1.27632 -0.16207 0.24855 -0.370
C 1.16272 -2.38497 1.66375 -0.548
C -0.26268 -2.04587 2.05365 -0.821
H 3.12062 1.62953 3.76505 0.397
H 2.98182 1.89253 2.02765 0.300
H 4.13992 0.71103 2.67365 0.380
H 1.08102 0.48893 2.83035 0.091
H 2.24552 -0.66037 3.55925 0.554
H 1.70162 -2.89507 2.46065 0.511
H 1.16402 -3.01287 0.77035 0.333
H -0.32998 -1.59167 3.04055 0.292
H -0.84568 -2.96627 2.07465 0.442
H -0.70898 -1.37717 1.31525 -0.012
O -0.71508 0.88273 -1.78615 -0.503
S -1.25148 2.14023 -1.17325 0.208
C -3.08968 1.80833 -0.98775 -1.368
C -3.35798 0.36433 -0.83135 0.578
C -3.74578 -0.19727 0.39385 -0.180
C -3.97018 -1.55457 0.49325 -0.956
C -3.77698 -2.38087 -0.61705 -0.546
C -3.39538 -1.82797 -1.84105 -0.792
C -3.19508 -0.46997 -1.95045 -0.367
C -0.67498 1.99143 0.60615 0.679
C -1.32928 2.88793 1.58505 0.120
C -1.05828 4.26893 1.60025 -0.281
C -1.52988 5.05713 2.63025 -0.685
C -2.33198 4.49683 3.62645 -0.384
C -2.62638 3.13063 3.60955 -0.834
C -2.15458 2.34053 2.58215 0.136
H -3.50918 2.19093 -1.91985 0.503
H -3.42808 2.42523 -0.15715 0.555
H -3.93268 0.44383 1.24225 0.684
H -4.31638 -1.98277 1.42115 0.477
H -3.94588 -3.44477 -0.53825 0.474
H -3.28138 -2.46287 -2.70545 0.615
H -2.92968 -0.03467 -2.90085 0.502
H 0.38832 2.21513 0.49395 0.607
H -0.79318 0.93763 0.85645 -0.817
H -0.46748 4.71163 0.81125 0.503
H -1.29818 6.10993 2.66285 0.497
H -2.76778 5.13213 4.38445 0.479
H -3.22088 2.70373 4.40175 0.491
H -2.37148 1.28183 2.56515 0.532
```

Properties
- charge = +3
- 2S+1 = 3
- calculated total energy (eV) = -58356.2038



C24H31FN3O3 | ωB97M-V with the def2-TZVPD basis set

```
62
Properties=species:S:1:pos:R:3:mulliken_charge:R:1
C -4.91549 3.23604 -4.13212 -0.864
H -4.28414 3.92478 -3.56268 0.332
O -4.98605 1.97309 -3.51240 -0.513
C -3.84887 1.22491 -3.40903 1.141
C -2.57935 1.62153 -3.78916 -0.425
C -1.49747 0.75523 -3.64213 -0.037
C -1.69445 -0.50943 -3.10749 -0.468
C -2.95741 -0.90749 -2.70656 -1.142
C -4.04103 -0.05602 -2.84941 0.493
O -5.26413 -0.45430 -2.45550 -0.596
H -5.90628 0.24062 -2.66034 0.350
H -3.12742 -1.88621 -2.28993 0.450
H -0.86807 -1.19450 -2.99987 0.521
C -0.11503 1.19042 -4.05078 -0.907
N 0.79383 1.22158 -2.88287 0.423
C 2.19270 1.54394 -3.20546 -0.691
H 2.47032 1.05887 -4.14209 0.415
C 3.08600 1.03959 -2.06749 -1.181
H 4.00030 1.63130 -2.04418 0.315
H 3.36972 0.00303 -2.25536 0.410
C 2.37412 1.12681 -0.70118 0.317
H 3.11728 1.33182 0.06792 0.923
C 1.65451 -0.18504 -0.38921 0.045
O 1.03959 -0.77098 -1.29881 -0.842
N 1.67640 -0.67639 0.84127 0.314
C 2.35228 -0.09228 1.98856 -0.559
H 3.36160 0.22429 1.71719 0.559
C 2.47171 -1.11262 3.11935 -1.209
N 1.16014 -1.54141 3.54008 0.307
C 0.92607 -2.09897 4.78595 0.215
C -0.38385 -2.20606 5.26759 -0.391
C -0.65826 -2.73939 6.51166 -0.777
C 0.36539 -3.17714 7.33360 -0.456
C 1.67107 -3.08173 6.88824 -0.612
C 1.93431 -2.56185 5.63778 0.660
F 3.23796 -2.53130 5.24306 -0.309
H 2.49947 -3.42034 7.48986 0.442
H 0.15376 -3.58912 8.30648 0.385
H -1.68308 -2.80432 6.84275 0.385
H -1.19877 -1.84847 4.65882 0.380
C 0.19205 -1.70475 2.47804 -0.851
H -0.47845 -0.83320 2.42318 0.273
C 0.89966 -1.87247 1.13821 -1.058
H 1.55935 -2.74437 1.16331 0.249
H 0.17309 -2.01416 0.33640 0.455
H -0.41948 -2.59194 2.66408 0.704
H 2.97363 -0.62419 3.95682 0.596
H 3.10655 -1.94855 2.79044 0.326
H 1.79120 0.77898 2.34548 0.249
C 1.37081 2.29104 -0.72068 -1.126
H 0.88091 2.38343 0.24842 0.398
H 1.93449 3.20999 -0.88773 0.468
C 0.30642 2.11538 -1.81318 -0.843
H -0.60485 1.67364 -1.40565 0.404
H 0.05028 3.08433 -2.24960 0.489
H 2.28649 2.62441 -3.34032 0.394
H 0.81876 0.23669 -2.41126 0.301
H -0.14032 2.18290 -4.50897 0.396
H 0.30179 0.48245 -4.77197 0.346
H -2.42121 2.59906 -4.21733 0.430
H -4.54452 3.15557 -5.15770 0.348
H -5.93604 3.61326 -4.14608 0.254
```

Properties
- charge = +1
- SMILES = COc1cc(C[N@H+]2CC[C@H](C(=O)N3CCN(c4ccccc4F)CC3)CC2)ccc1O
- calculated total energy (eV) = -38716.0645



C24H31Ge2N3OPtSTe | ωB97M-V with the def2-TZVPD basis set

```
64
Properties=species:S:1:pos:R:3:mulliken_charge:R:1
Pt 0.13388 -1.70630 0.81207 3.123
C 0.28029 2.99073 3.22784 -1.154
C 1.07118 1.95256 2.45050 -0.548
Ge -0.14961 0.37695 2.03730 -0.259
C -1.07363 -0.25254 3.74328 -0.677
C -2.41924 0.40237 4.00442 -1.181
C -1.66168 0.92850 0.62200 -0.932
C -0.99764 1.14164 -0.66406 0.732
Ge 0.32302 -0.29122 -1.12884 -0.842
C -0.22275 -1.74079 -2.45976 -0.577
C -1.39703 -1.37953 -3.35568 -1.276
C 2.14676 0.47835 -1.62151 -0.412
C 2.35486 0.83889 -3.08734 -1.167
C -1.20141 2.29287 -1.44724 0.606
C -0.78280 2.29249 -2.79547 0.126
C -1.02911 3.35490 -3.62902 -1.253
C -1.71216 4.46752 -3.15353 -0.369
C -2.14032 4.49886 -1.83299 -0.989
C -1.89284 3.44031 -0.99222 -0.264
H 0.87699 3.88352 3.39439 0.408
H -0.02088 2.59163 4.19402 0.262
H -0.61503 3.28248 2.68376 0.261
H 1.91608 1.60176 3.04113 0.431
H 1.45419 2.37222 1.52028 0.308
H -0.39703 -0.07622 4.57844 0.493
H -1.20087 -1.33270 3.64249 0.423
H -2.31320 1.47179 4.17731 0.260
H -2.88419 -0.04187 4.88302 0.403
H -3.08390 0.25781 3.15546 0.287
H -2.29188 1.74638 0.96960 0.497
H -0.47403 -2.62964 -1.87282 0.385
H 0.65729 -1.99193 -3.05322 0.528
H -2.22328 -0.97250 -2.77430 0.285
H -1.75862 -2.26366 -3.87900 0.406
H -1.10972 -0.63927 -4.09959 0.332
H 2.86933 -0.28642 -1.33130 0.436
H 2.33174 1.35411 -0.99975 0.275
H 2.01511 0.04450 -3.75086 0.251
H 3.41464 1.00190 -3.28006 0.418
H 1.82627 1.75339 -3.34289 0.333
H -0.29682 1.40333 -3.17033 0.462
H -0.70545 3.31699 -4.65917 0.425
H -1.90520 5.30215 -3.80618 0.416
H -2.68472 5.35718 -1.46384 0.419
H -2.22738 3.49816 0.03088 0.283
Te 1.89010 -3.52618 1.21448 -0.175
C 3.77941 -2.61553 1.32009 0.075
C 4.92562 -2.93944 0.65846 -0.511
C 6.04618 -2.20019 1.09211 -0.424
C 5.73894 -1.31621 2.07561 -0.548
S 4.07604 -1.38478 2.50246 -0.066
H 4.96626 -3.68499 -0.11604 0.410
H 7.03794 -2.33048 0.69324 0.367
H 6.38238 -0.61657 2.57236 0.393
N -2.46243 -5.01590 0.41398 -0.409
C -1.92236 -3.82613 0.74563 0.931
O -0.94890 -3.77136 1.52255 -0.840
C -2.51040 -2.64269 0.16906 -0.692
C -3.57880 -2.74809 -0.72371 -0.683
N -4.46564 -2.89758 -1.44339 -0.600
C -1.98747 -1.39883 0.49967 0.363
N -2.41343 -0.25268 0.65457 -0.412
H -2.07670 -5.85807 0.80592 0.249
H -3.27598 -5.06591 -0.17424 0.196
```

Properties
- charge = 0
- relative energy (zero: lowest compared OMol25 entry of this formula, charge and spin) (kcal/mol) = 78.5



C24H31GeIrN7O2S2Se | ωB97M-V with the def2-TZVPD basis set

```
69
Properties=species:S:1:pos:R:3:mulliken_charge:R:1
Ir -0.54148 0.57335 -0.52037 2.191
S -1.40856 2.13792 1.00155 -0.402
C -2.08261 1.25524 2.29739 0.337
C -2.69303 1.94443 3.36293 -0.607
C -3.24106 1.24143 4.40146 -0.638
C -3.20270 -0.17402 4.41356 -0.638
C -2.61253 -0.85763 3.39111 -0.672
C -2.03550 -0.14727 2.31096 0.476
S -1.29243 -1.01664 1.05903 -0.175
H -2.73258 3.02599 3.33613 0.500
H -3.71871 1.77709 5.21090 0.438
H -3.65184 -0.72308 5.23038 0.440
H -2.58688 -1.94002 3.37869 0.519
N 2.55240 0.63808 -3.61630 0.155
C 2.19375 0.13726 -2.43793 -0.580
N 1.03048 0.66985 -2.09999 -0.075
C 0.72873 1.49997 -3.13879 0.341
N 1.63515 1.50798 -4.07760 -0.701
C -0.49730 2.27186 -3.13162 0.290
C -0.84993 3.14419 -4.15443 -0.522
N -1.99359 3.81266 -4.11488 -0.513
C -2.78140 3.62813 -3.06081 -0.469
C -2.42634 2.77856 -2.02155 -0.318
N -1.28238 2.09810 -2.06688 -0.086
H 3.38635 0.45716 -4.15722 0.225
H 2.76542 -0.57606 -1.86630 0.581
H -0.19059 3.29118 -5.00116 0.512
H -3.71951 4.16786 -3.04154 0.410
H -3.05199 2.65152 -1.14928 0.519
O 2.72926 -5.20467 -2.82593 -0.527
C 1.68174 -5.23388 -3.76682 -0.433
N 0.70590 -4.28506 -3.27058 -0.184
C -0.15304 -3.64226 -4.09179 0.222
O -0.18274 -3.77738 -5.29567 -0.605
C -1.08493 -2.66372 -3.42223 0.377
C -2.38539 -2.52055 -3.89235 -0.309
C -3.20186 -1.55831 -3.32242 -1.072
C -2.68856 -0.74499 -2.33005 -0.195
N -1.42743 -0.86102 -1.90274 -0.289
C -0.64416 -1.81391 -2.42952 -0.289
H 3.31156 -5.95826 -2.97069 0.328
H 1.24108 -6.22980 -3.85733 0.322
H 1.99217 -4.90451 -4.75870 0.330
H 0.61380 -4.23938 -2.26848 0.259
H -2.73836 -3.16582 -4.68696 0.531
H -4.22410 -1.42577 -3.64730 0.467
H -3.29325 0.02146 -1.86554 0.569
H 0.36594 -1.87754 -2.05127 0.588
C 3.51581 0.41952 5.46364 -1.123
Ge 2.01393 0.51913 4.23044 0.476
C 0.97699 2.16273 4.40869 -0.929
C 0.93444 -1.10094 4.22275 -0.701
C 2.97423 0.54998 2.45123 -1.133
Se 2.02706 0.83377 0.79380 0.072
C 2.02798 2.77418 0.81542 -0.910
H 3.16219 0.37158 6.49391 0.378
H 4.15538 1.29632 5.36276 0.366
H 4.10787 -0.47383 5.26453 0.374
H 0.49635 2.16320 5.38863 0.391
H 0.19814 2.24531 3.65156 0.102
H 1.62791 3.03640 4.36050 0.382
H 0.41743 -1.19331 5.17950 0.366
H 1.57624 -1.97421 4.10061 0.407
H 0.19511 -1.09266 3.43151 -0.050
H 3.46539 -0.41788 2.35878 0.481
H 3.73351 1.33263 2.48398 0.481
H 1.72599 3.11057 1.80370 0.254
H 1.32023 3.12412 0.07090 0.244
H 3.03084 3.12367 0.58215 0.441
```

Properties
- charge = +2
- 2S+1 = 2
- relative energy (zero: lowest compared OMol25 entry of this formula, charge and spin) (kcal/mol) = 76.8



Number 1: largest force on an atom 1.7 eV/Å. Number 2: largest force on an atom 0.7 eV/Å. Number 3: largest force on an atom 3.6 eV/Å. Number 4: largest force on an atom 1.3 eV/Å.